Entry 1:
{
  "formula": "C35H65B3Br33F7O3",
  "method": "ωB97M-V with the def2-TZVPD basis set",
  "orbital_gap_ha": 0.341,
  "species": ["F", "C", "F", "F", "C", "F", "F", "C", "F", "F", "B", "O", "B", "O", "B", "Br", "O", "H", "Br", "C", "C", "Br", "H", "H", "H", "H", "Br", "C", "C", "Br", "H", "H", "H", "H", "Br", "C", "C", "Br", "H", "H", "H", "H", "Br", "C", "C", "Br", "H", "H", "H", "H", "Br", "C", "C", "Br", "H", "H", "H", "H", "Br", "C", "C", "Br", "H", "H", "H", "H", "Br", "C", "C", "Br", "H", "H", "H", "H", "Br", "C", "C", "Br", "H", "H", "H", "H", "Br", "C", "C", "Br", "H", "H", "H", "H", "Br", "C", "C", "Br", "H", "H", "H", "H", "Br", "C", "C", "Br", "H", "H", "H", "H", "Br", "C", "C", "Br", "H", "H", "H", "H", "Br", "C", "C", "Br", "H", "H", "H", "H", "Br", "C", "C", "Br", "H", "H", "H", "H", "Br", "C", "C", "Br", "H", "H", "H", "H", "Br", "C", "C", "Br", "H", "H", "H", "H"],
  "positions_angstrom": [[3.162, 2.329, 0.727], [4.057, 3.258, 0.406], [4.057, 3.422, -0.918], [5.270, 2.778, 0.745], [3.880, 4.604, 1.185], [3.213, 4.302, 2.340], [5.064, 5.075, 1.564], [3.027, 5.683, 0.487], [3.172, 6.776, 1.285], [3.519, 6.024, -0.723], [1.438, 5.283, 0.473], [0.956, 4.318, -0.369], [0.238, 3.409, 0.437], [-0.688, 3.868, 1.351], [-0.182, 4.952, 2.034], [-0.416, 5.191, 3.943], [0.517, 5.909, 1.324], [0.513, 2.261, 0.363], [-1.718, -2.719, -2.865], [-3.066, -4.126, -2.847], [-4.445, -3.564, -2.630], [-4.733, -3.085, -0.766], [-2.769, -4.838, -2.083], [-2.994, -4.597, -3.824], [-5.203, -4.312, -2.851], [-4.638, -2.674, -3.219], [-1.764, 11.104, 0.909], [0.173, 11.172, 1.080], [0.847, 10.237, 0.111], [0.721, 8.386, 0.705], [0.404, 10.948, 2.116], [0.441, 12.205, 0.866], [1.912, 10.452, 0.057], [0.419, 10.282, -0.885], [1.406, -2.976, -1.534], [3.337, -2.786, -1.343], [4.059, -3.447, -2.482], [4.063, -5.386, -2.267], [3.606, -3.210, -0.379], [3.524, -1.714, -1.326], [5.119, -3.174, -2.509], [3.611, -3.237, -3.450], [-1.142, -9.325, -4.365], [-1.547, -8.272, -5.949], [-2.246, -6.988, -5.594], [-4.117, -7.298, -5.150], [-2.135, -8.904, -6.607], [-0.584, -8.065, -6.411], [-2.262, -6.312, -6.448], [-1.799, -6.481, -4.745], [-0.233, -4.979, 1.128], [1.433, -5.436, 2.023], [2.452, -5.903, 1.015], [2.091, -7.727, 0.426], [1.204, -6.183, 2.776], [1.762, -4.521, 2.512], [3.446, -5.941, 1.458], [2.476, -5.283, 0.125], [-5.278, -3.484, -6.558], [-6.629, -4.883, -6.543], [-8.004, -4.321, -6.319], [-8.277, -3.847, -4.453], [-6.334, -5.596, -5.781], [-6.561, -5.354, -7.523], [-8.761, -5.070, -6.538], [-8.200, -3.428, -6.905], [-2.311, 13.816, 3.447], [-4.073, 13.000, 3.404], [-4.571, 12.674, 4.785], [-3.705, 11.082, 5.500], [-3.997, 12.126, 2.764], [-4.719, 13.741, 2.934], [-5.631, 12.434, 4.761], [-4.398, 13.473, 5.498], [5.100, -4.662, 3.578], [6.856, -5.306, 3.039], [6.825, -5.751, 1.604], [5.931, -7.466, 1.420], [7.132, -6.098, 3.728], [7.532, -4.467, 3.172], [7.832, -5.901, 1.219], [6.296, -5.051, 0.963], [-8.328, 13.155, 4.325], [-8.785, 13.302, 2.439], [-7.566, 13.547, 1.591], [-6.951, 15.389, 1.728], [-9.526, 14.090, 2.357], [-9.240, 12.349, 2.179], [-7.797, 13.400, 0.538], [-6.728, 12.915, 1.867], [0.171, -0.558, 5.132], [1.790, 0.434, 5.564], [2.831, 0.253, 4.492], [3.666, -1.495, 4.620], [2.123, 0.091, 6.538], [1.485, 1.476, 5.632], [3.639, 0.972, 4.610], [2.421, 0.336, 3.491], [6.852, 0.566, 0.442], [8.340, -0.599, -0.047], [8.241, -1.200, -1.420], [7.053, -2.742, -1.571], [8.427, -1.341, 0.740], [9.202, 0.065, -0.018], [9.210, -1.602, -1.706], [7.912, -0.488, -2.167], [-6.070, -10.532, -5.943], [-7.187, -9.866, -7.389], [-7.427, -8.387, -7.260], [-8.740, -7.991, -5.876], [-8.102, -10.449, -7.376], [-6.636, -10.084, -8.301], [-7.850, -7.989, -8.180], [-6.526, -7.835, -7.008], [7.758, 0.442, -4.877], [7.062, 1.890, -3.776], [8.013, 3.055, -3.722], [9.517, 2.702, -2.537], [6.854, 1.471, -2.796], [6.127, 2.184, -4.249], [7.516, 3.927, -3.301], [8.430, 3.311, -4.690], [-6.215, 13.062, 9.100], [-4.775, 12.289, 10.160], [-4.114, 11.145, 9.440], [-5.202, 9.533, 9.497], [-5.206, 11.998, 11.112], [-4.068, 13.100, 10.315], [-3.180, 10.876, 9.928], [-3.925, 11.359, 8.393], [9.565, -4.378, 4.592], [9.157, -5.424, 6.182], [9.973, -6.687, 6.232], [9.283, -8.025, 4.998], [8.088, -5.611, 6.171], [9.401, -4.776, 7.021], [9.909, -7.143, 7.217], [11.015, -6.527, 5.975], [-7.297, -16.297, -4.465], [-7.697, -14.411, -4.728], [-8.658, -14.204, -5.868], [-7.774, -14.397, -7.591], [-6.750, -13.904, -4.879], [-8.141, -14.079, -3.792], [-9.045, -13.187, -5.857], [-9.486, -14.905, -5.858]]
}


Entry 2:
{
  "formula": "C35H65BrN4O4P2S2Ti",
  "method": "ωB97M-V with the def2-TZVPD basis set",
  "s_squared": 2.01,
  "spin_multiplicity": 3,
  "e_above_lowest_ev": 1.816,
  "orbital_gap_ha": [0.160, 0.206],
  "species": ["Ti", "C", "C", "C", "P", "C", "C", "C", "C", "C", "C", "C", "C", "C", "C", "N", "C", "C", "C", "C", "C", "C", "C", "P", "C", "C", "C", "C", "C", "C", "H", "H", "H", "H", "H", "H", "H", "H", "H", "H", "H", "H", "H", "H", "H", "H", "H", "H", "H", "H", "H", "H", "H", "H", "H", "H", "H", "H", "H", "H", "H", "H", "H", "H", "H", "H", "H", "H", "H", "H", "N", "C", "C", "C", "N", "C", "C", "N", "C", "H", "H", "H", "H", "H", "H", "H", "H", "H", "H", "H", "H", "H", "H", "H", "H", "C", "S", "C", "O", "H", "H", "H", "H", "H", "H", "Br", "C", "S", "O", "O", "O", "H", "H", "H"],
  "positions_angstrom": [[0.955, -0.371, 0.634], [2.719, 2.692, 2.789], [1.309, 3.158, 2.405], [0.807, 4.244, 3.356], [0.249, 1.668, 2.042], [-0.610, 1.254, 3.654], [0.372, 1.088, 4.818], [-1.789, 2.116, 4.101], [-1.020, 2.324, 0.888], [-1.863, 3.401, 1.170], [-2.675, 4.008, 0.222], [-3.589, 5.152, 0.587], [-2.547, 3.551, -1.086], [-1.700, 2.512, -1.418], [-0.950, 1.809, -0.446], [-0.080, 0.777, -0.719], [0.182, 0.392, -2.050], [-0.810, 0.180, -3.009], [-0.499, 0.038, -4.354], [0.812, 0.121, -4.795], [1.162, 0.058, -6.261], [1.811, 0.214, -3.826], [1.535, 0.277, -2.464], [2.799, 0.173, -1.103], [3.622, 1.840, -1.174], [2.525, 2.900, -1.046], [4.498, 2.152, -2.383], [4.057, -1.070, -1.646], [4.562, -1.194, -3.085], [5.214, -0.947, -0.646], [3.428, 3.520, 2.704], [3.054, 1.881, 2.141], [2.751, 2.321, 3.814], [1.370, 3.615, 1.414], [0.739, 3.897, 4.386], [-0.163, 4.639, 3.054], [1.513, 5.078, 3.341], [-0.987, 0.253, 3.415], [0.779, 2.044, 5.147], [1.196, 0.434, 4.543], [-0.146, 0.639, 5.671], [-1.471, 3.110, 4.419], [-2.518, 2.263, 3.303], [-2.263, 1.657, 4.983], [-1.864, 3.824, 2.166], [-4.494, 4.808, 1.096], [-3.901, 5.700, -0.302], [-3.087, 5.854, 1.256], [-3.104, 4.042, -1.878], [-1.590, 2.263, -2.461], [-1.847, 0.127, -2.706], [-1.300, -0.121, -5.069], [0.304, 0.323, -6.878], [1.482, -0.947, -6.549], [1.979, 0.741, -6.497], [2.838, 0.250, -4.159], [4.241, 1.875, -0.271], [1.983, 3.005, -1.989], [2.953, 3.871, -0.783], [1.798, 2.620, -0.285], [3.928, 2.075, -3.311], [5.365, 1.498, -2.448], [4.865, 3.180, -2.308], [3.558, -2.011, -1.429], [4.969, -0.272, -3.498], [3.785, -1.567, -3.749], [5.365, -1.936, -3.088], [5.755, -0.006, -0.764], [5.921, -1.766, -0.791], [4.841, -1.013, 0.379], [-4.399, 0.178, 3.261], [-3.646, -0.785, 2.370], [-3.128, -1.961, 3.181], [-2.128, -2.712, 2.274], [-0.997, -1.814, 2.048], [-2.883, -3.156, 1.007], [-3.611, -2.031, 0.255], [-2.645, -1.101, -0.307], [-4.518, -1.266, 1.228], [-3.738, 0.651, 3.888], [-5.104, -0.312, 3.811], [-4.856, 0.897, 2.696], [-2.792, -0.245, 1.954], [-3.953, -2.621, 3.473], [-2.602, -1.627, 4.083], [-1.801, -3.618, 2.794], [-0.597, -1.954, 1.126], [-0.266, -1.976, 2.736], [-3.623, -3.904, 1.305], [-2.193, -3.630, 0.304], [-4.235, -2.494, -0.518], [-3.114, -0.349, -0.802], [-2.101, -1.602, -1.009], [-5.313, -1.923, 1.595], [-4.971, -0.424, 0.693], [0.014, -3.476, -3.780], [-0.863, -3.740, -2.241], [-1.024, -5.519, -2.417], [-2.263, -3.206, -2.479], [-0.680, -3.711, -4.587], [0.906, -4.097, -3.794], [0.296, -2.424, -3.812], [-0.027, -5.955, -2.367], [-1.519, -5.733, -3.364], [-1.632, -5.875, -1.586], [2.176, -1.214, 2.736], [0.935, -4.481, 0.988], [1.755, -3.438, -0.172], [1.763, -4.184, -1.421], [3.057, -3.150, 0.359], [0.870, -2.212, -0.285], [1.439, -5.444, 0.930], [-0.108, -4.587, 0.688], [1.039, -4.056, 1.985]]
}


Entry 3:
{
  "formula": "C35H65GeN5ReSi4",
  "method": "ωB97M-V with the def2-TZVPD basis set",
  "s_squared": 2.08,
  "spin_multiplicity": 3,
  "total_charge": 3,
  "orbital_gap_ha": [0.182, 0.196],
  "species": ["Re", "N", "C", "N", "C", "N", "N", "C", "C", "C", "C", "C", "C", "N", "C", "C", "C", "C", "C", "C", "H", "H", "H", "H", "H", "H", "H", "H", "H", "H", "H", "C", "Si", "C", "C", "Ge", "Si", "C", "C", "C", "Si", "C", "C", "C", "H", "H", "H", "H", "H", "H", "H", "H", "H", "H", "H", "H", "H", "H", "H", "H", "H", "H", "H", "H", "H", "H", "H", "H", "H", "H", "H", "C", "C", "C", "C", "Si", "C", "C", "C", "C", "C", "C", "C", "C", "H", "H", "H", "H", "H", "H", "H", "H", "H", "H", "H", "H", "H", "H", "H", "H", "H", "H", "H", "H", "H", "H", "H", "H", "H", "H", "H"],
  "positions_angstrom": [[-0.187, -0.517, -0.290], [-0.415, -0.331, 4.199], [-0.147, -0.008, 2.951], [-0.483, -0.729, 1.904], [-1.197, -1.916, 2.122], [-1.584, -2.651, 1.122], [-1.247, -2.179, -0.094], [-1.601, -2.820, -1.165], [-1.246, -2.191, -2.409], [-1.658, -2.698, -3.633], [-1.330, -2.018, -4.796], [-0.567, -0.864, -4.685], [-0.193, -0.414, -3.432], [-0.517, -1.040, -2.295], [-1.521, -2.319, 3.468], [-2.245, -3.486, 3.743], [-2.556, -3.803, 5.046], [-2.140, -2.975, 6.091], [-1.418, -1.823, 5.841], [-1.110, -1.495, 4.528], [-0.112, 0.272, 4.952], [0.392, 0.916, 2.785], [-2.157, -3.748, -1.109], [-2.238, -3.611, -3.647], [-1.668, -2.373, -5.759], [-0.262, -0.313, -5.564], [0.380, 0.494, -3.321], [-2.544, -4.117, 2.920], [-3.126, -4.695, 5.264], [-2.387, -3.235, 7.111], [-1.096, -1.187, 6.656], [-4.847, 2.491, 0.565], [-3.670, 1.069, 0.910], [-3.365, 0.911, 2.771], [-4.402, -0.522, 0.217], [-1.473, 1.617, -0.224], [-0.434, 3.824, 0.711], [0.908, 4.499, -0.414], [0.180, 3.509, 2.467], [-1.967, 4.900, 0.824], [-2.440, 2.547, -2.548], [-3.522, 4.070, -2.396], [-3.339, 0.965, -3.061], [-0.955, 2.991, -3.621], [-5.722, 2.378, 1.210], [-5.202, 2.459, -0.466], [-4.421, 3.474, 0.757], [-4.257, 1.250, 3.302], [-2.530, 1.518, 3.124], [-3.195, -0.127, 3.060], [-5.342, -0.725, 0.738], [-3.759, -1.392, 0.349], [-4.635, -0.423, -0.844], [1.881, 4.061, -0.195], [0.987, 5.575, -0.237], [0.700, 4.358, -1.475], [1.107, 2.935, 2.518], [-0.586, 3.020, 3.073], [0.379, 4.481, 2.928], [-2.524, 4.970, -0.108], [-1.665, 5.914, 1.102], [-2.636, 4.538, 1.606], [-4.315, 4.001, -1.655], [-3.998, 4.231, -3.368], [-2.926, 4.958, -2.187], [-4.398, 1.026, -2.807], [-2.918, 0.079, -2.587], [-3.279, 0.836, -4.145], [-0.639, 4.017, -3.435], [-1.264, 2.932, -4.669], [-0.094, 2.339, -3.495], [4.729, -1.740, 1.453], [3.219, -1.996, 1.283], [2.508, -1.470, 2.535], [2.967, -3.512, 1.252], [2.713, -1.161, -0.404], [3.177, 0.717, -0.579], [2.917, 1.448, 0.745], [4.664, 0.853, -0.938], [2.322, 1.409, -1.648], [3.099, -2.254, -1.966], [3.041, -1.474, -3.284], [2.150, -3.455, -2.073], [4.547, -2.764, -1.824], [5.098, -2.380, 2.258], [4.940, -0.708, 1.736], [5.311, -1.978, 0.562], [3.077, -1.789, 3.412], [1.514, -1.905, 2.621], [2.432, -0.383, 2.572], [3.216, -3.928, 2.231], [3.588, -4.026, 0.521], [1.919, -3.752, 1.053], [3.530, 1.064, 1.560], [1.854, 1.383, 1.015], [3.182, 2.502, 0.625], [5.312, 0.429, -0.172], [4.915, 1.915, -1.018], [4.912, 0.392, -1.894], [1.249, 1.335, -1.385], [2.477, 0.986, -2.639], [2.584, 2.468, -1.696], [2.046, -1.095, -3.504], [3.315, -2.153, -4.095], [3.752, -0.650, -3.307], [1.120, -3.138, -2.249], [2.172, -4.087, -1.186], [2.452, -4.074, -2.922], [5.264, -1.945, -1.752], [4.793, -3.334, -2.723], [4.687, -3.430, -0.975]]
}


Q: Number 1 is which compound?
A: C35H65B3Br33F7O3